Molecular formula: C6H7NO3
Method: DFT, the ωB97M-V functional and the def2-TZVPD basis

Total charge: -2
SMILES: CN([O-])C1=C([O-])CCC1=O
Frontier orbital gap, eV: 4.088
HOMO energy, eV: 2.57
Electronic energy, eV: -13962.44440
LUMO level, eV: 6.7
2S+1: 1
Molar mass, g mol⁻¹: 141.1

Geometry (Å):
C  0.561454  -0.298629  0.125172
C  -0.687878  0.655708  0.288612
C  0.048263  -1.588099  0.027124
C  -1.932762  -0.166305  0.391213
C  -1.486018  -1.613878  0.147847
C  1.877247  1.535217  -0.694783
N  1.854267  0.231609  -0.109547
O  -0.712990  1.895061  0.315599
O  2.842365  -0.022957  0.902317
O  0.710240  -2.615412  -0.318885
H  -2.357441  -0.145464  1.489072
H  -2.695636  0.389557  -0.270854
H  -1.840805  -1.847607  -0.957258
H  -1.802971  -2.185316  1.049350
H  1.055200  1.710541  -1.372608
H  1.669946  2.336321  0.174939
H  2.897521  1.729645  -1.187313

Cartesian forces (eV/Å) of the 3 atoms listed first:
C -3.015 3.699 0.452
C 3.418 -1.304 0.486
C 1.678 -0.710 -1.188